Here is a molecular structure, C15H21BF9I2N4O6S in a non-equilibrium geometry from the OMol25 dataset. Energies are from wB97M-V/def2-TZVPD.

Cartesian coordinates (Å):
C -6.506 -1.061 1.092
C -6.473 0.419 1.376
O -7.434 1.096 1.557
O -5.238 1.012 1.486
C -4.079 0.384 0.965
C -2.964 1.421 1.060
C -1.889 1.251 -0.001
O -2.477 1.729 -1.199
N -1.573 1.639 -2.334
O -2.051 2.139 -3.253
C -1.298 -0.176 -0.197
N 0.106 -0.105 0.291
C 0.239 -0.430 1.764
B 0.821 -1.923 1.923
O 0.059 -2.982 1.503
O 2.020 -2.140 2.556
C 0.398 1.246 0.106
N 1.592 1.664 -0.220
C 2.690 0.692 -0.433
C 2.465 -0.073 -1.733
C 3.652 -0.967 -2.056
F 4.475 -1.138 -1.003
F 4.395 -0.381 -3.014
C 3.286 -2.359 -2.644
F 4.389 -2.979 -3.030
F 2.511 -2.151 -3.711
S 2.344 -3.558 -1.489
F 0.944 -2.878 -1.899
F 2.418 -2.528 -0.241
F 3.682 -4.219 -1.003
F 2.217 -4.572 -2.678
F 1.540 -4.540 -0.572
C 1.873 3.072 -0.331
I 1.188 3.964 -2.072
C 2.553 3.668 0.641
C 2.963 2.954 1.907
I 3.060 5.666 0.566
N -0.668 2.028 0.335
H -5.956 -1.612 1.857
H -7.545 -1.375 1.088
H -6.057 -1.305 0.127
H -4.233 0.083 -0.077
H -3.833 -0.514 1.543
H -2.503 1.437 2.048
H -3.421 2.401 0.903
H -1.289 -0.409 -1.259
H -1.818 -0.976 0.327
H 0.876 0.312 2.251
H -0.752 -0.361 2.226
H -0.288 -2.918 0.608
H 2.778 -2.243 1.972
H 2.745 0.029 0.427
H 3.608 1.273 -0.495
H 2.366 0.632 -2.561
H 1.541 -0.642 -1.681
H 2.086 2.790 2.538
H 3.436 1.991 1.701
H 3.677 3.546 2.473
H -0.649 2.976 -0.033

Its multiplicity is 1. The value obtained for the highest occupied orbital energy is -0.45932 Ha. Its charge is +1. The value obtained for the energy is -86302.7403 eV. As for the HOMO-LUMO gap: 8.84 eV.

***

Here is CHCl4PS in the gas phase in a non-equilibrium geometry from the OMol25 dataset. Energies are from wB97M-V/def2-TZVPD.

Cartesian coordinates (Å):
S 0.092 -2.048 -1.351
P -0.613 -0.671 -0.221
Cl -1.034 -1.082 1.669
Cl -2.165 0.384 -0.943
C 0.510 0.732 0.102
Cl 2.008 -0.088 1.444
Cl 1.289 1.137 -1.340
H -0.088 1.636 0.641

As for the structure (SMILES): S=P(Cl)(Cl)C(Cl)Cl. Its multiplicity is 1. The value obtained for the highest occupied orbital energy is -0.36328 Ha. The value obtained for the energy is -71267.6255 eV. As for the HOMO-LUMO gap: 8.73 eV. The energy above the lowest of the compared OMol25 structures with the same formula, charge and spin is 16.6 kJ/mol.

***

Here is C5H14N2 in the gas phase in a non-equilibrium geometry from the OMol25 dataset. Energies are from wB97M-V/def2-TZVPD.

Cartesian coordinates (Å):
C 1.381 -0.678 2.808
N 1.590 -0.298 1.446
C 0.457 -0.461 0.554
C 0.322 0.765 -0.354
N -0.631 0.660 -1.439
C -2.018 0.794 -1.061
C -0.347 -0.373 -2.406
H 1.291 -1.755 2.969
H 0.466 -0.283 3.281
H 2.196 -0.331 3.447
H 1.904 0.639 1.394
H -0.531 -0.548 1.023
H 0.585 -1.327 -0.094
H 0.036 1.603 0.286
H 1.284 0.988 -0.827
H -2.336 0.083 -0.301
H -2.238 1.805 -0.704
H -2.608 0.676 -1.972
H -0.420 -1.398 -2.019
H 0.668 -0.242 -2.789
H -1.049 -0.321 -3.243

As for the structure (SMILES): CNCCN(C)C. Its multiplicity is 1. The value obtained for the highest occupied orbital energy is -0.29831 Ha. The value obtained for the energy is -8391.2419 eV. As for the HOMO-LUMO gap: 9.17 eV. The energy above the lowest of the compared OMol25 structures with the same formula, charge and spin is 132.9 kJ/mol.